Molecular formula: C38H43F4N5STi
Method: DFT, ωB97M-V with the def2-TZVPD basis set

```
92
Properties=species:S:1:pos:R:3:forces:R:3
Ti 0.12116 -1.09768 -1.11229 0.2 -0.4 0.5
C 2.21364 -3.69519 -1.02464 -0.1 -0.1 0.1
N 0.91336 -3.31310 -0.44541 -0.1 0.1 0.0
C -0.00505 -4.44556 -0.66428 0.1 0.1 0.1
C 1.03821 -3.11127 1.01605 0.0 0.0 -0.2
C -0.22945 -2.48960 1.60804 0.0 -0.1 -0.1
N -0.85681 -1.62011 0.61673 -0.1 0.1 -0.1
C -2.13007 -1.16642 0.86243 0.1 0.0 0.1
C -2.87705 -0.72024 -0.22917 -0.1 0.0 0.0
F -2.25395 -0.80652 -1.44541 -0.1 0.0 -0.1
C -4.15099 -0.21497 -0.15960 0.0 0.0 0.0
F -4.74814 0.18596 -1.29023 0.0 0.0 0.0
C -4.79718 -0.12599 1.05640 0.0 0.0 0.0
C -4.09484 -0.56234 2.16383 0.0 0.0 0.0
F -4.66042 -0.48773 3.37184 0.0 0.0 0.0
C -2.80492 -1.05918 2.08615 0.1 -0.1 0.1
F -2.19423 -1.41040 3.23207 0.0 0.0 0.0
H 2.58069 -4.61521 -0.55630 0.0 0.0 0.0
H 2.94531 -2.90784 -0.89108 0.0 0.0 0.0
H 2.09295 -3.85956 -2.09537 0.0 0.0 0.0
H 0.41916 -5.35008 -0.21536 0.0 0.0 0.0
H -0.13631 -4.61775 -1.72925 0.0 0.0 0.0
H -0.96735 -4.24717 -0.19954 0.1 0.0 0.0
H 1.90003 -2.47575 1.19655 0.0 0.0 0.0
H 1.24514 -4.07409 1.49764 0.0 0.0 0.1
H 0.03699 -1.95745 2.52277 0.1 0.0 0.1
H -0.92399 -3.28190 1.90753 0.0 0.0 0.0
H -5.80136 0.26331 1.14131 0.0 0.0 0.0
C 4.09769 0.63643 4.60308 0.0 0.0 0.0
C 3.83684 1.75929 3.58712 0.0 0.0 0.0
C 5.17411 2.31263 3.07493 0.0 0.0 0.0
C 3.07035 2.88571 4.27918 0.0 0.0 0.0
C 3.05756 1.16988 2.42041 0.0 0.1 0.0
C 3.60995 0.16436 1.63247 0.0 0.0 0.0
C 2.86827 -0.39320 0.61524 0.0 -0.1 0.0
N 1.61967 -0.02429 0.31774 -0.1 0.0 0.0
C 1.11106 1.00633 1.00321 -0.2 0.1 -0.2
C 1.78451 1.59527 2.06187 0.0 0.0 0.1
C -0.13811 1.59137 0.43420 0.2 -0.2 0.0
C -0.75185 2.70647 0.96332 0.0 0.0 0.1
C -1.78386 3.35059 0.28002 0.0 0.0 0.1
C -2.09531 2.85164 -0.97482 0.0 0.0 -0.1
C -1.46469 1.70690 -1.42610 0.0 0.0 0.0
N -0.54700 1.04228 -0.72437 0.1 0.2 -0.2
C -2.47588 4.55509 0.90039 0.0 0.0 0.0
C -3.62130 5.06424 0.02620 0.0 0.0 0.0
C -3.03956 4.15149 2.26987 0.0 0.0 0.0
C -1.44189 5.67892 1.07352 0.0 0.0 0.0
H 4.66375 1.02957 5.44934 0.0 0.0 0.0
H 4.67499 -0.17783 4.16238 0.0 0.0 0.0
H 3.16023 0.22481 4.98273 0.0 0.0 0.0
H 5.73097 2.74735 3.90653 0.0 0.0 0.0
H 5.01815 3.09157 2.32603 0.0 0.0 0.0
H 5.79608 1.53401 2.63213 0.0 0.0 0.0
H 3.67156 3.27768 5.09990 0.0 0.0 0.0
H 2.12640 2.53409 4.70225 0.0 0.0 0.0
H 2.86396 3.71438 3.59753 0.0 0.0 0.0
H 4.61603 -0.19403 1.80077 0.0 0.0 0.0
H 3.29110 -1.17203 -0.00133 0.0 0.0 0.0
H 1.31758 2.41072 2.59059 0.0 0.0 0.0
H -0.41664 3.09516 1.91389 0.0 0.0 0.0
H -2.83968 3.31589 -1.60383 0.0 0.0 0.0
H -1.73339 1.28549 -2.38369 0.0 0.0 0.0
H -4.37014 4.28914 -0.15169 0.0 0.0 0.0
H -3.26453 5.43228 -0.93773 0.0 0.0 0.0
H -4.11676 5.89455 0.53008 0.0 0.0 0.0
H -3.74793 3.32531 2.17626 0.0 0.0 0.0
H -3.56299 4.99930 2.71410 0.0 0.0 0.0
H -2.25379 3.84780 2.96378 0.0 0.0 0.0
H -1.02177 5.97558 0.11068 0.0 0.0 0.0
H -0.62092 5.37418 1.72503 0.0 0.0 0.0
H -1.91946 6.55187 1.52170 0.0 0.0 0.0
C -2.53888 -3.31405 -2.20230 0.0 0.1 0.1
C -1.52458 -3.05369 -3.28089 -0.1 -0.1 0.1
C -1.79052 -3.69933 -4.51208 0.0 0.0 0.0
C -0.92519 -3.58018 -5.54686 0.0 0.0 0.0
C 0.24153 -2.80597 -5.37989 0.0 0.0 -0.1
C 1.17794 -2.67349 -6.42901 0.0 0.0 0.0
C 2.29856 -1.92035 -6.24611 0.0 0.0 0.0
C 2.50831 -1.28156 -5.01276 0.1 0.0 0.0
C 1.61548 -1.38808 -3.97247 0.1 0.1 0.1
S 1.96831 -0.54989 -2.46878 0.1 0.0 -0.2
C 0.44444 -2.16858 -4.13699 -0.1 0.0 0.0
N -0.45382 -2.29958 -3.08494 0.1 0.3 -0.1
H -2.80109 -4.37055 -2.21764 0.0 -0.1 0.0
H -3.45024 -2.74889 -2.40662 0.0 0.0 0.0
H -2.18957 -3.05927 -1.20753 0.0 0.0 -0.1
H -2.68907 -4.29478 -4.59872 0.0 0.0 0.0
H -1.10741 -4.07575 -6.49330 0.0 0.0 0.0
H 0.98558 -3.17962 -7.36689 0.0 0.0 0.0
H 3.02623 -1.81080 -7.03962 0.0 0.0 0.0
H 3.39605 -0.68004 -4.86291 0.0 0.0 0.0
```
Positions in Å, forces in eV/Å.

- HOMO energy (alpha / beta): -10.109 / -10.218 eV
- Spin multiplicity: 2
- Calculated total energy: -3394.68557 a.u.
- Total charge: +1

Molecular formula: C38H43N2O3P2Si2W
Method: DFT, ωB97M-V with the def2-TZVPD basis set

```
91
Properties=species:S:1:pos:R:3:forces:R:3
W 0.45566 0.28717 0.23477 -0.3 -1.6 -0.2
C -1.63874 2.51606 -3.47612 0.2 0.3 0.0
Si -0.60764 2.73692 -1.94078 -0.4 0.1 -0.1
C 1.16096 3.22067 -2.28659 -0.1 -0.1 0.1
C -1.49933 3.77823 -0.67261 0.2 0.0 -0.1
N -0.53068 1.02117 -1.23081 -0.4 0.2 0.0
P -1.79532 -0.09802 -1.05335 -0.2 0.3 -0.2
C -0.96909 -1.05546 0.19754 0.6 0.3 -0.2
P 0.29669 -2.27872 -0.14533 0.1 0.0 -0.1
N 1.57719 -1.12857 -0.32437 -0.1 0.0 0.6
Si 3.42979 -1.21141 -0.15268 0.3 -0.1 0.1
C 3.76539 0.01905 1.22307 -0.1 -0.1 -0.2
C 3.85410 -2.95573 0.32133 0.0 0.2 0.0
C 4.07247 -0.64506 -1.81289 -0.1 0.0 0.2
C 0.59539 -3.32505 1.25321 -0.1 0.2 -0.1
C 0.90349 -4.67040 1.05378 0.0 0.0 -0.1
C 1.20150 -5.46595 2.14769 0.0 0.0 0.1
C 1.19726 -4.91971 3.42456 0.0 0.0 -0.1
C 0.88318 -3.57769 3.62019 0.0 0.0 0.0
C 0.57434 -2.77449 2.53840 0.0 0.0 0.0
C 0.13347 -3.19366 -1.65731 0.0 0.1 0.2
C 1.17411 -3.18960 -2.58474 0.0 0.1 0.0
C 1.09964 -4.02537 -3.68661 0.0 0.0 0.0
C -0.00800 -4.84608 -3.85914 0.0 0.0 0.0
C -1.04980 -4.83658 -2.93635 0.0 0.0 0.0
C -0.98253 -4.01529 -1.82509 0.0 0.0 0.0
C -3.21802 0.73163 -0.39958 0.1 -0.2 0.1
C -4.22014 1.18886 -1.25403 0.0 0.0 -0.1
C -5.25887 1.94237 -0.73327 0.0 0.0 0.0
C -5.29246 2.23610 0.62497 0.0 0.0 0.0
C -4.29433 1.77209 1.47587 0.0 0.0 0.0
C -3.25214 1.01595 0.96840 -0.1 0.0 -0.1
C -2.12831 -0.95642 -2.56710 0.1 0.1 0.2
C -1.22529 -0.92332 -3.62719 0.0 0.0 0.0
C -1.53114 -1.60297 -4.79282 0.0 0.0 0.0
C -2.72483 -2.31076 -4.89074 0.0 0.0 0.0
C -3.61325 -2.35728 -3.82210 0.0 0.0 0.0
C -3.31703 -1.68438 -2.64969 -0.1 0.0 0.0
H -1.69546 3.49029 -3.97337 0.0 0.0 0.0
H -1.19848 1.82691 -4.19643 0.0 0.0 0.0
H -2.66487 2.21410 -3.26913 0.0 0.0 0.0
H 1.36780 4.21962 -1.89991 0.0 0.0 0.0
H 1.89325 2.54263 -1.84217 0.0 0.0 0.0
H 1.33857 3.24388 -3.36271 0.0 0.0 0.0
H -1.35876 4.83387 -0.92083 0.0 0.0 0.0
H -2.57254 3.58374 -0.67354 0.0 0.0 0.0
H -1.11914 3.63673 0.34162 0.0 0.0 0.0
H 3.05454 -0.07554 2.05154 0.0 0.0 0.0
H 4.75013 -0.19136 1.64816 0.0 0.0 0.0
H 3.78715 1.05527 0.87779 0.0 0.0 0.0
H 3.55702 -3.19122 1.34451 0.0 0.0 0.0
H 3.44279 -3.70961 -0.35129 0.0 0.0 0.0
H 4.94404 -3.04326 0.27008 0.0 0.0 0.0
H 4.72326 0.22313 -1.68948 0.0 0.0 0.0
H 4.66309 -1.42350 -2.29826 0.0 0.0 0.0
H 3.27278 -0.35531 -2.49813 0.0 0.0 0.0
H 0.91432 -5.09637 0.05807 0.0 0.0 0.0
H 1.43507 -6.51165 2.00285 0.0 0.0 0.0
H 1.43092 -5.54472 4.27603 0.0 0.0 0.0
H 0.86513 -3.16624 4.61992 0.0 0.0 0.0
H 0.29611 -1.73859 2.69813 0.0 0.0 0.0
H 2.03110 -2.54045 -2.45367 0.0 0.0 0.0
H 1.90512 -4.03936 -4.40831 0.0 0.0 0.0
H -0.05977 -5.50332 -4.71712 0.0 0.0 0.0
H -1.90764 -5.48009 -3.07764 0.0 0.0 0.0
H -1.78185 -4.02109 -1.09225 0.0 0.0 0.0
H -4.19395 0.95926 -2.31270 0.0 0.0 0.1
H -6.04595 2.29494 -1.38576 0.0 0.0 0.0
H -6.10910 2.82171 1.02554 0.0 0.0 0.0
H -4.34034 1.98863 2.53423 0.0 0.0 0.0
H -2.48938 0.62179 1.63146 0.0 0.0 0.0
H -0.29916 -0.36788 -3.54072 0.0 0.0 0.0
H -0.84642 -1.57481 -5.62974 0.0 0.0 0.0
H -2.96561 -2.82892 -5.80967 0.0 0.0 0.0
H -4.53866 -2.91056 -3.90685 0.0 0.0 0.0
H -4.00815 -1.71513 -1.81521 0.0 0.0 0.0
O 0.25491 1.42773 4.77578 0.0 -0.1 0.0
C 0.77281 2.60384 4.43436 0.1 0.1 -0.2
C 1.05440 3.59737 5.36614 0.0 0.0 0.0
C 1.59415 4.79764 4.95439 0.0 0.0 0.0
C 1.87752 5.06101 3.60262 0.0 0.1 0.0
C 1.61311 4.10587 2.66953 0.0 0.0 0.0
C 1.05269 2.85273 3.05655 0.1 0.2 0.1
C 0.80349 1.91249 2.06143 0.0 -0.1 -0.3
O 0.27157 0.72692 2.22131 0.3 0.2 -0.4
O 1.08643 2.10196 0.76355 -0.1 0.4 0.7
H 0.10704 1.38103 5.73139 0.0 0.0 0.0
H 0.84878 3.42122 6.41494 0.0 0.0 0.0
H 1.80586 5.55740 5.69585 0.0 0.0 0.0
H 2.30054 6.01265 3.31565 0.0 0.0 0.0
H 1.82253 4.27827 1.62279 0.0 0.0 0.0
```
Positions in Å, forces in eV/Å.

- HOMO energy: -16.521 eV
- Calculated total energy: -3137.11412 a.u.
- Total charge: +3